# 1
# C22H54BrN4O7V

A molecular structure, C22H54BrN4O7V at a distorted geometry (wB97M-V/def2-TZVPD, OMol25).

For the total energy, the calculation gives -139707.39587 eV. The frontier orbital gap (alpha / beta) comes out at 8.52 / 9.06 eV. The value obtained for the highest occupied orbital energy (alpha / beta) is -11.10 / -11.65 eV. The net charge is +1. The multiplicity is 4. The LUMO energy (alpha / beta) comes out at -2.585 / -2.589 eV.

Last column: Löwdin charge in e.
Positions of all 89 atoms, in Å:
V 1.61048 1.08108 0.59291  0.538
Br -0.70640 0.27528 -0.42417  0.219
C 3.22225 -2.02131 -1.74645  -0.055
C 3.70804 -1.19230 -0.50970  -0.230
O 2.50584 -0.90522 0.24437  -0.210
H 2.97423 -3.05437 -1.50029  0.061
H 3.98633 -2.04164 -2.52374  0.078
H 2.32561 -1.60064 -2.20169  0.065
H 4.26881 -0.29986 -0.78766  0.096
H 4.42870 -1.74816 0.09079  0.115
H 2.21957 -1.78277 0.52166  0.062
C -0.31575 3.93432 2.86733  -0.066
C -0.16253 3.77207 1.38897  -0.291
O 1.08552 3.14452 1.10950  -0.181
H 0.31012 4.73357 3.26710  0.085
H -0.12553 2.96842 3.33533  0.055
H -1.34427 4.17891 3.13289  0.087
H -0.31277 4.67262 0.79406  0.110
H -0.97407 3.13376 1.04097  0.087
H 1.73085 3.80165 1.38407  0.108
C -0.26443 -3.15747 2.14892  -0.082
C 0.23050 -3.97772 1.00685  -0.282
O 1.60513 -3.68955 0.68353  -0.085
H 0.40472 -3.01905 2.99860  0.084
H -1.13338 -3.67586 2.55631  0.090
H -0.68716 -2.21205 1.81072  0.032
H -0.49836 -3.90044 0.19923  0.104
H 0.21921 -4.99795 1.39064  0.117
H 2.00888 -4.55838 0.74717  0.095
C -0.07728 -4.03685 -2.80355  -0.082
C -1.06175 -3.53590 -3.86178  -0.311
O -1.40387 -4.63263 -4.69572  -0.074
H 0.10306 -3.23458 -2.08773  0.053
H 0.87632 -4.42474 -3.16202  0.075
H -0.51763 -4.90980 -2.31931  0.079
H -0.66742 -2.73866 -4.49388  0.101
H -1.99977 -3.24547 -3.38796  0.098
H -0.58752 -4.80908 -5.17132  0.083
C -3.72571 -2.01039 -0.85393  -0.081
C -4.31097 -0.93831 0.15315  -0.291
O -4.03297 0.31425 -0.39038  -0.139
H -2.68848 -1.85220 -1.15065  0.007
H -4.34085 -2.06192 -1.75218  0.071
H -3.67895 -3.00805 -0.41510  0.065
H -3.79735 -1.07739 1.10537  0.081
H -5.39556 -0.97582 0.25356  0.119
H -3.09616 0.52208 -0.32495  -0.075
C 1.86733 1.22537 -3.38179  -0.079
C 2.02637 2.32076 -2.34878  -0.297
O 2.71925 1.85410 -1.21743  -0.162
H 0.98131 0.67380 -3.06891  0.025
H 2.70716 0.53310 -3.44409  0.077
H 1.63342 1.65372 -4.35556  0.070
H 1.01198 2.63272 -2.10187  0.085
H 2.54011 3.22183 -2.68580  0.128
H 3.53917 2.32957 -1.36786  0.109
C -2.60935 1.18214 4.36386  -0.062
C -2.67489 0.64760 2.93067  -0.342
O -1.97822 -0.54644 2.91808  -0.112
H -1.58420 1.29161 4.71849  0.043
H -3.17214 0.60587 5.09773  0.083
H -2.93874 2.22222 4.34754  0.071
H -2.29052 1.28972 2.13555  0.085
H -3.71632 0.48744 2.64681  0.105
H -1.65166 -0.57422 2.01380  -0.023
C 6.05858 2.32000 2.08015  -0.030
C 4.68122 1.98675 1.76436  -0.130
N 3.57431 1.73459 1.47066  0.149
H 6.62961 2.76428 1.26581  0.098
H 6.63889 1.41233 2.24358  0.098
H 6.14507 2.98590 2.93830  0.100
C 1.02389 -0.06960 5.37260  -0.022
C 1.03454 0.30542 3.95861  -0.196
N 1.07608 0.58437 2.87017  0.181
H 1.66737 -0.94084 5.49840  0.093
H 0.06917 -0.45397 5.72801  0.091
H 1.28462 0.74809 6.04300  0.095
C -3.07926 3.70018 -1.90332  -0.051
C -1.76360 4.33214 -1.87647  -0.264
N -0.72450 4.85377 -1.94411  0.139
H -3.77408 4.15840 -2.60699  0.092
H -3.57806 3.72611 -0.93494  0.088
H -2.83076 2.68372 -2.20582  0.057
C -2.46553 -0.27213 -3.93889  -0.075
C -1.27509 0.03828 -4.73142  -0.235
N -0.29629 0.26764 -5.37235  0.140
H -2.26573 -1.03986 -3.19151  0.031
H -3.28275 -0.70700 -4.51483  0.096
H -2.87499 0.62457 -3.47332  0.067

Atomic forces in eV per Å
0.4 -0.1 0.7
0.6 0.3 0.3
0.8 0.4 0.1
-0.7 -1.0 -1.3
1.0 0.8 0.3
0.1 0.1 0.3
0.1 0.0 0.0
0.0 0.3 0.2
-0.7 0.3 -0.1
-0.3 -0.3 0.2
-0.7 -0.3 0.3
-0.4 0.2 0.4
-1.6 -0.2 -0.2
0.1 0.1 -0.5
0.2 -0.2 0.1
0.3 0.1 0.2
-0.1 0.2 -0.1
0.5 0.2 0.1
0.3 -0.5 -0.2
0.5 -0.3 -0.1
-1.2 0.7 0.4
0.1 -0.7 1.2
-0.5 0.0 -0.4
0.3 0.0 -0.3
-0.1 -0.1 0.1
0.5 0.1 0.1
0.6 0.1 -0.5
-0.1 -0.3 -0.4
0.5 0.3 -0.2
-0.4 0.3 0.2
0.3 -1.0 0.1
0.0 0.0 -0.4
0.2 -0.1 0.3
0.1 0.4 -0.5
-0.2 0.2 0.3
0.0 0.3 0.3
0.1 0.2 0.0
-0.1 -0.4 -0.3
-0.8 -0.3 0.8
1.6 -1.3 -1.4
-0.4 1.6 -0.2
0.0 0.7 0.2
0.0 0.0 0.0
-0.4 -0.1 0.1
-0.3 0.0 0.3
0.1 -0.4 0.1
0.2 -0.2 0.0
-0.4 0.2 0.1
-1.4 0.3 -1.8
0.3 -0.1 0.9
0.1 -0.3 -0.2
0.1 0.2 -0.1
0.1 -0.1 0.0
0.1 0.2 0.5
0.0 -0.1 -0.3
0.5 -0.5 1.1
0.2 1.2 -0.7
-0.9 0.6 1.1
0.7 -1.1 -0.6
0.2 -0.4 -0.1
-0.1 0.0 -0.3
-0.5 0.0 0.2
0.3 0.6 0.4
-0.3 0.0 0.1
0.4 -0.6 -0.2
0.9 -0.2 0.1
-2.9 -0.4 -1.1
3.0 0.5 0.8
-0.6 0.3 -0.3
-0.3 -0.2 0.5
-0.2 -0.2 0.0
-0.2 -0.6 0.2
-0.4 -0.7 3.1
0.3 0.7 -3.4
0.4 0.3 0.0
-0.4 0.3 -0.5
0.3 0.0 -0.3
0.3 -0.2 0.1
1.4 1.6 -0.3
-1.6 -1.0 0.3
0.4 0.1 -0.2
0.3 -0.2 0.1
-0.6 -0.3 0.1
-0.4 -0.2 0.1
3.6 0.7 -2.6
-4.1 -1.0 2.6
0.3 0.4 0.2
0.2 0.2 -0.5
0.2 -0.1 0.2

---

# 2
# C21H18Cl3N2O3

2 unconnected molecules or ions with the total composition C21H18Cl3N2O3 at a distorted geometry (wB97M-V/def2-TZVPD, OMol25).

For the total energy, the calculation gives -68757.74101 eV. The frontier orbital gap comes out at 4.77 eV. The value obtained for the highest occupied orbital energy is -2.87 eV. The calculation puts the energy above the lowest of the compared OMol25 structures with the same formula, charge and spin at 40.2 kJ/mol. The net charge is -1. The LUMO energy comes out at 1.897 eV.

Last column: natural (NBO) charge in e.
Positions of all 47 atoms, in Å:
C -5.96515 -1.36853 -0.28901  -0.625
C -4.86916 -2.22843 -0.84656  -0.070
O -3.60354 -1.63309 -0.44986  -0.498
C -2.59830 -2.32999 -1.00236  0.792
C -1.24588 -2.10667 -0.39710  -0.034
C -0.25859 -3.10706 -0.95236  -0.653
N -1.43778 -2.07286 1.08624  -0.458
C -0.64213 -1.39672 1.79368  0.188
C -1.08323 -0.50243 2.88761  -0.111
C -0.24752 -0.09380 3.93567  -0.176
C -0.79395 0.59116 5.01518  -0.223
C -2.15436 0.94316 5.00720  -0.201
C -2.95111 0.66808 3.87976  -0.208
C -2.40688 -0.05213 2.82217  -0.170
O -2.79022 -3.06755 -1.94344  -0.601
H -6.91072 -1.87206 -0.44600  0.208
H -5.84118 -1.18660 0.77687  0.213
H -5.99747 -0.41517 -0.81284  0.214
H -4.89001 -3.24505 -0.43582  0.179
H -4.90707 -2.28948 -1.92864  0.203
H -0.79978 -3.65288 -1.74085  0.261
H 0.59819 -2.58858 -1.41359  0.241
H 0.10130 -3.78933 -0.15810  0.220
H 0.47002 -1.34984 1.61636  0.157
H 0.80816 -0.33651 3.88900  0.218
H -0.17201 0.85534 5.87258  0.213
H -2.59708 1.45314 5.86888  0.209
H -3.99036 1.00230 3.83238  0.211
H -2.98938 -0.28248 1.93457  0.244
Cl -0.88174 -0.50048 -0.85997  0.053
C 2.45575 0.91566 -3.02002  -0.256
Cl 1.13817 0.56165 -4.07485  -0.052
C 2.24368 2.14656 -2.16964  0.498
O 1.20020 2.55833 -1.76435  -0.599
C 3.58807 2.68577 -1.82997  0.072
C 4.73008 1.81507 -1.77485  -0.077
C 5.99743 2.42061 -1.91941  -0.205
C 6.09666 3.80521 -2.00795  -0.271
C 4.91585 4.56015 -1.94385  -0.025
N 3.71781 3.99467 -1.89634  -0.394
C 4.41694 0.40916 -1.85064  -0.214
Cl 5.70105 -0.70785 -1.62424  -0.064
C 3.16655 -0.01140 -2.29896  -0.206
H 6.88337 1.81923 -2.11583  0.213
H 7.02586 4.34710 -2.18417  0.199
H 4.93267 5.64705 -1.96616  0.171
H 2.83677 -1.01245 -2.10043  0.215

Atomic forces in eV per Å
0.0 0.1 -0.1
0.1 0.3 0.4
0.0 -0.7 -0.2
-1.3 -0.6 -0.8
0.4 -1.3 2.0
0.6 -0.5 -0.3
-1.2 0.8 -0.7
1.9 0.3 0.3
-0.5 -0.7 0.3
-0.4 -0.2 -0.2
-0.4 0.2 0.0
-0.1 -0.1 -0.3
0.4 0.1 0.4
-0.1 0.0 0.3
0.3 0.0 0.4
-0.3 -0.1 0.0
0.0 0.0 0.0
0.0 0.1 0.1
0.0 0.2 -0.1
-0.1 0.0 -0.1
0.6 0.0 0.3
-0.3 -0.3 0.3
-0.2 0.3 -0.5
-0.8 0.3 -0.4
0.0 -0.1 0.2
-0.2 0.0 -0.3
0.2 -0.1 -0.3
0.4 -0.1 0.1
0.1 -0.1 0.2
0.8 2.3 -1.2
-2.3 2.3 1.5
-0.7 -0.7 -0.1
2.4 -2.2 -1.0
-1.9 1.2 0.1
1.0 -0.3 -0.7
-0.7 -0.8 -0.8
0.1 0.4 -0.2
-0.5 0.0 0.2
0.0 -0.5 0.2
-0.1 1.2 0.3
0.0 1.3 1.0
0.5 -0.8 0.4
2.0 0.1 -0.4
-0.2 -0.1 0.3
0.0 -0.4 0.1
0.1 -0.1 -0.1
0.1 -0.7 -0.8

---

# 3
# C4H11N2

2 unconnected molecules or ions with the total composition C4H11N2 at a distorted geometry (wB97M-V/def2-TZVPD, OMol25).

For the total energy, the calculation gives -7297.04055 eV. The frontier orbital gap comes out at 9.91 eV. The value obtained for the highest occupied orbital energy is -13.96 eV. The calculation puts the energy above the lowest of the compared OMol25 structures with the same formula, charge and spin at 377.0 kJ/mol. The net charge is +1. The LUMO energy comes out at -4.046 eV.

Last column: natural (NBO) charge in e.
Positions of all 17 atoms, in Å:
C 1.93813 0.71409 0.60577  -0.266
C 2.64151 -0.50340 0.07038  -0.231
C -2.62499 0.52137 0.08664  -0.425
C -0.90334 -1.08286 0.03323  0.129
N 1.23792 -0.39417 -0.12708  -0.591
N -1.63671 -0.30788 -0.62222  -0.491
H 1.81769 0.69682 1.69522  0.213
H 2.18595 1.69746 0.24285  0.230
H 3.40011 -0.57119 -0.67945  0.229
H -3.51254 -0.07716 0.43892  0.251
H -1.99899 1.02000 0.87984  0.229
H -2.85128 1.24487 -0.72956  0.232
H -0.47830 -2.05455 -0.32934  0.253
H 2.83831 -1.18711 0.81543  0.202
H 0.94344 -0.11613 -1.08738  0.369
H -0.76689 -0.74136 1.06100  0.233
H -1.67800 -0.23954 -1.66196  0.434

Atomic forces in eV per Å
0.9 -1.2 0.5
0.4 0.8 0.5
0.9 1.4 -0.6
2.7 -2.3 1.3
-1.7 1.7 -1.5
-1.9 0.8 -2.5
-0.3 -0.1 -0.5
-0.5 0.0 -0.8
-0.1 0.6 -0.9
1.1 0.8 -0.4
-1.4 -0.3 -0.4
-0.7 -0.1 1.3
-0.4 1.3 0.3
0.6 -1.5 1.5
0.9 0.0 0.9
-0.4 -1.1 0.1
-0.1 -0.9 1.2

---

# 4
# C11H22Cl2I2NP2Tc

A molecular structure, C11H22Cl2I2NP2Tc at a distorted geometry (wB97M-V/def2-TZVPD, OMol25).

For the total energy, the calculation gives -75246.73037 eV. The frontier orbital gap (alpha / beta) comes out at 4.56 / 4.41 eV. The value obtained for the highest occupied orbital energy (alpha / beta) is -18.00 / -17.99 eV. The calculation puts the energy above the lowest of the compared OMol25 structures with the same formula, charge and spin at 0.0 kJ/mol. The net charge is +3. The multiplicity is 4. The LUMO energy (alpha / beta) comes out at -13.441 / -13.584 eV.

Last column: natural (NBO) charge in e.
Positions of all 41 atoms, in Å:
I 0.00826 -0.62226 -4.02990  0.026
I 0.03644 2.12496 -4.25827  0.104
Tc 0.04689 0.69810 0.41653  0.926
P -2.15464 1.08656 0.16274  0.977
C -2.89104 0.90488 -1.52059  -0.912
C -3.07223 -0.11360 1.21815  -0.910
H -4.10382 0.23494 1.22552  0.290
H -3.90531 2.55410 0.92713  0.295
H -2.72196 -0.13275 2.25214  0.274
H -2.37161 2.94873 1.75413  0.278
H -2.53850 -0.04118 -1.95945  0.262
H -3.05124 -1.13054 0.82645  0.265
C -2.82441 2.67731 0.79087  -0.907
H -3.99277 0.90963 -1.46327  0.306
H -2.63417 3.45297 0.04025  0.276
H -2.52869 1.74309 -2.13444  0.278
P 2.23434 1.06967 0.17098  0.990
C 2.93529 0.88736 -1.52317  -0.915
C 2.88639 2.66459 0.78758  -0.910
H 2.84843 -0.10880 2.26134  0.273
H 4.22717 0.21205 1.20636  0.291
H 3.13239 -1.13602 0.83585  0.265
C 3.18651 -0.11476 1.22043  -0.906
H 2.41640 2.93278 1.74427  0.277
H 3.96667 2.55059 0.93464  0.299
H 4.03908 0.86031 -1.49063  0.308
H 2.57903 1.74045 -2.12120  0.277
H 2.68971 3.42563 0.02303  0.275
H 2.53644 -0.04562 -1.95178  0.262
Cl 0.00658 1.06905 2.66965  -0.058
Cl 0.11119 -4.56552 2.61199  0.168
C -0.06237 -3.64483 1.16141  -0.051
C -0.18041 -4.18911 -0.12666  -0.072
C -0.21467 -3.31464 -1.21712  -0.203
C -0.08348 -1.95951 -0.96728  -0.014
N 0.03449 -1.39876 0.24641  -0.446
C -0.00457 -2.25503 1.32582  0.018
H -0.23977 -5.26420 -0.24953  0.291
H -0.32798 -3.59407 -2.27361  0.280
H -0.09922 -1.29742 -1.84924  0.216
H 0.08116 -1.81912 2.32246  0.256

Atomic forces in eV per Å
0.1 1.4 -1.2
0.0 -1.0 0.3
-0.3 -2.5 2.1
-5.6 0.6 0.2
0.9 -0.1 0.0
0.3 -0.3 0.0
-0.1 0.0 -0.1
0.2 -0.1 -0.1
0.1 0.2 -0.1
-0.1 0.0 -0.3
-0.2 0.3 0.0
0.1 0.0 -0.1
0.7 0.2 -0.1
0.4 0.0 0.2
-0.1 0.0 0.3
-0.2 -0.3 0.1
5.9 0.3 0.1
-0.9 -0.1 0.0
-0.8 0.3 -0.1
0.0 0.1 -0.2
0.0 0.1 -0.1
0.0 0.1 0.0
-0.5 -0.3 0.0
0.2 0.0 -0.3
-0.2 -0.1 -0.1
-0.5 0.0 0.2
0.2 -0.3 0.0
0.1 0.1 0.3
0.3 0.3 -0.1
0.0 -0.3 -2.1
-0.3 0.1 -0.8
0.3 0.9 0.5
-0.1 0.0 -0.1
0.1 0.2 0.5
-0.2 0.6 -1.1
-0.3 -0.3 1.1
0.4 0.3 -0.1
0.0 0.0 0.0
0.1 -0.3 0.7
0.1 -0.1 0.9
0.0 -0.2 -0.3